# C12H19Br2N3O

A 2-piece molecular cluster, C12H19Br2N3O overall in a non-equilibrium geometry (ωB97M-V/def2-TZVPD, the OMol25 dataset).

Output
Electronic energy in hartree: -5855.87627
Orbital gap in Eh: 0.3702
Net charge: 0
LUMO level in eV: 0.13
SMILES: CCN(CC[C@@H](C#N)CC#N)C(C)=O.BrCCBr

Last column: Löwdin charge in e.
CARTESIAN COORDINATES (ANGSTROEM)
C: 2.51211 2.01117 -0.65207  -0.1122
C: 3.36241 0.61218 -0.80067  -0.2348
N: 2.50569 -0.62044 -1.05018  -0.1475
C: 1.69312 -1.01583 0.16275  -0.2018
C: 0.78307 -2.36546 -0.01670  -0.1413
C: -0.61538 -2.16652 -0.84468  -0.2516
C: -1.80081 -2.89385 0.08480  -0.1153
N: -2.61013 -3.68157 0.76315  0.0779
C: -1.04047 -0.61383 -1.14583  -0.1429
C: -1.77265 0.11086 0.15970  -0.1237
N: -2.44581 0.36874 1.24567  0.0939
C: 3.48242 -1.69191 -1.48265  -0.3045
C: 4.40775 -2.61544 -0.46754  -0.0438
O: 3.68143 -1.91703 -2.81114  -0.0534
H: 3.29435 2.89814 -0.49122  0.0921
H: 1.89679 2.30483 -1.60850  0.0893
H: 1.86822 1.98184 0.33261  0.0733
H: 4.04071 0.74553 -1.77379  0.1440
H: 4.05755 0.37600 0.13921  0.1337
H: 2.48102 -1.25894 1.02648  0.1228
H: 1.08964 -0.07240 0.57114  0.1252
H: 0.54294 -2.75781 1.08450  0.1365
H: 1.36712 -3.25377 -0.53785  0.1302
H: -0.59353 -2.76660 -1.86677  0.1576
H: -1.88828 -0.65320 -1.98559  0.1369
H: -0.19293 0.06376 -1.58351  0.1148
H: 3.86607 -2.87372 0.55130  0.0758
H: 4.70224 -3.67026 -0.93946  0.1060
H: 5.40637 -1.98451 -0.29563  0.1048
Br: -5.58310 5.44414 2.74470  0.5892
C: -6.16870 3.71422 2.05908  -0.7011
C: -4.99290 2.87576 1.61377  -0.7138
Br: -4.30692 3.48086 -0.10869  0.5717
H: -6.88775 3.91381 1.26067  0.0513
H: -6.68621 3.23743 2.89755  0.0580
H: -5.30036 1.83875 1.44936  0.0541
H: -4.15507 2.89509 2.31605  0.0485

---

# C12H19Cl3O2Ru

C12H19Cl3O2Ru as an isolated structure in a non-equilibrium geometry (ωB97M-V/def2-TZVPD, the OMol25 dataset).

Output
Electronic energy in hartree: -2094.54404
⟨S²⟩: 6.02
Orbital gap (spin up / spin down) in Eh: 0.1164 / 0.1482
Net charge: -2
LUMO level (spin up / spin down) in eV: 4.82 / 4.80
2S+1: 5
Relative energy (zero: lowest compared OMol25 entry of this formula, charge and spin) in eV: 0.595

Last column: Löwdin spin population.
CARTESIAN COORDINATES (ANGSTROEM)
C: 1.31950 -1.38929 0.30354  0.0321
C: 1.00744 -1.49067 -1.11287  0.0244
C: -0.42196 -1.30703 -1.24778  0.1283
C: 1.91750 -1.82135 -2.23007  0.0095
C: -0.96072 -1.04617 0.03745  0.1077
C: 0.08735 -1.09488 0.99080  0.1087
C: -0.05906 -0.99356 2.45866  0.0169
C: 2.61769 -1.68019 0.94613  0.0070
C: -1.17937 -1.47785 -2.50545  0.0216
C: -2.38550 -0.77855 0.36310  0.0139
Ru: 1.11442 0.62080 -0.64148  2.8772
Cl: -0.27348 1.77468 -1.65183  0.2684
Cl: 3.30617 0.92110 -1.00338  0.2025
Cl: -3.41244 3.10667 0.03889  0.0044
H: 2.88095 -2.15005 -1.84267  0.0001
H: 2.08098 -0.93183 -2.85363  0.0033
H: 1.47841 -2.60452 -2.85486  0.0004
H: -0.66540 -1.00555 -3.34916  0.0043
H: -2.19008 -1.05626 -2.42945  0.0004
H: -1.29231 -2.54568 -2.75303  0.0084
H: -2.96155 -0.58248 -0.54737  0.0002
H: -2.47174 0.10468 1.01446  0.0020
H: -2.84789 -1.63581 0.87703  0.0065
H: -0.90488 -0.34917 2.72208  0.0006
H: 0.84391 -0.57091 2.91124  0.0014
H: -0.24333 -1.97851 2.91505  0.0090
H: 3.40693 -1.78826 0.19970  0.0009
H: 2.55281 -2.60739 1.52909  0.0013
H: 2.88716 -0.87058 1.63194  -0.0002
O: 1.43036 1.83523 1.45413  0.1284
H: 0.49038 1.92842 1.70539  0.0005
C: -1.06088 4.31365 0.62503  0.0027
C: -1.89015 3.11671 0.92560  0.0022
O: -1.62288 2.20663 1.69232  0.0025
H: -1.15007 4.58803 -0.43370  0.0018
H: -0.01763 4.08320 0.87267  0.0003
H: -1.41065 5.15674 1.24240  0.0002

---

# C12H19ClIN4OSc

C12H19ClIN4OSc as an isolated structure in a non-equilibrium geometry (ωB97M-V/def2-TZVPD, the OMol25 dataset).

Output
Electronic energy in hartree: -2281.22951
Orbital gap (spin up / spin down) in Eh: 0.0669 / 0.0662
Net charge: -2
LUMO level (spin up / spin down) in eV: 4.12 / 4.14
Relative energy (zero: lowest compared OMol25 entry of this formula, charge and spin) in eV: 5.666

Last column: Löwdin charge in e.
CARTESIAN COORDINATES (ANGSTROEM)
C: 0.52382 2.05007 -4.68613  -0.6089
I: 0.64785 0.71780 -3.06219  0.4592
H: 0.75468 3.06450 -4.35307  -0.0253
H: -0.48342 1.99763 -5.11598  -0.0248
H: 1.28114 1.71552 -5.40023  -0.0391
C: 2.86410 -2.07424 1.13363  -0.0718
C: 3.24717 -0.78443 1.13921  -0.0681
N: 2.13045 -0.03395 0.72695  -0.1764
C: 1.10290 -0.90387 0.41373  -0.3135
N: 1.55628 -2.13640 0.71833  -0.0940
H: 3.42828 -2.96974 1.36345  0.1145
H: 4.23036 -0.37375 1.29003  0.1052
C: -3.33502 0.49842 1.23778  -0.0762
C: -1.38736 0.13734 0.19400  -0.3421
N: -2.36557 -0.43072 0.92456  -0.1233
H: -3.40524 2.64497 0.77346  0.1051
N: -1.63424 1.49871 0.24048  -0.1856
H: -4.25648 0.20828 1.72438  0.1142
Sc: 0.24813 0.87203 1.48400  -0.3449
C: -0.20065 -0.66579 -0.34947  -0.5189
O: -0.45159 -1.46314 -1.27391  -0.2032
C: -2.89580 1.69738 0.81809  -0.0859
C: -1.03012 2.54242 -0.57640  -0.1329
H: -0.55431 3.31459 0.05162  0.0686
H: -1.82614 3.00308 -1.18286  0.0805
H: -0.29943 2.09023 -1.26518  -0.0588
C: -2.44788 -1.79963 1.36686  -0.0403
H: -3.47680 -2.16064 1.26733  0.0849
H: -2.16403 -1.85785 2.42347  0.0683
H: -1.77186 -2.43716 0.79685  0.0651
C: 0.79758 -3.35871 0.69633  -0.0393
H: 1.43962 -4.19203 0.40430  0.0849
H: -0.03389 -3.28522 0.00159  0.0648
H: 0.42095 -3.56301 1.70255  0.0880
C: 2.26764 1.35028 0.29796  -0.0986
H: 1.36544 2.00756 0.38990  0.0454
H: 2.54637 1.40243 -0.76443  0.0595
H: 3.04906 1.77825 0.92957  0.0877
Cl: 0.11800 -0.10121 3.51944  -0.0241

---

# C12H19I2N4ORu

C12H19I2N4ORu as an isolated structure in a non-equilibrium geometry (ωB97M-V/def2-TZVPD, the OMol25 dataset).

Output
Electronic energy in hartree: -1452.96247
⟨S²⟩: 8.77
Orbital gap (spin up / spin down) in Eh: 0.0634 / 0.1910
Net charge: -2
LUMO level (spin up / spin down) in eV: 4.17 / 4.35
2S+1: 6
Relative energy (zero: lowest compared OMol25 entry of this formula, charge and spin) in eV: 0.493

Last column: Löwdin spin population.
CARTESIAN COORDINATES (ANGSTROEM)
C: 2.62102 -0.46548 0.25468  0.0876
I: 3.83263 -2.62937 1.15409  0.0166
H: 3.58418 0.04996 0.16390  0.0131
H: 2.34535 -0.86115 -0.72942  0.0110
H: 2.60835 -1.28811 1.06251  -0.0001
C: -2.60796 -1.56907 2.68393  0.0301
C: -1.60787 -1.41020 3.57651  0.0275
N: -0.50600 -0.94746 2.88831  0.0579
C: -0.78197 -0.86359 1.55359  0.1412
N: -2.10689 -1.19242 1.46553  0.0844
H: -3.62996 -1.88779 2.80409  0.0098
H: -1.58164 -1.56108 4.63646  0.0034
C: 0.26765 0.73922 -3.99833  0.0322
C: 0.53886 0.70773 -1.76184  0.1094
N: 0.00956 0.04971 -2.83452  0.0426
H: 1.31076 2.67354 -4.24784  0.0063
N: 1.05366 1.85742 -2.27527  0.0276
H: -0.06447 0.36764 -4.95137  0.0079
Ru: -0.17283 0.28199 0.04652  2.4642
C: 1.61307 0.60551 0.73711  0.2051
O: 1.90455 1.57238 1.42798  0.1025
C: 0.93037 1.86329 -3.65123  0.0274
C: 1.67101 2.94391 -1.54158  0.0204
H: 1.81565 3.74781 -2.26701  0.0063
H: 2.64522 2.65201 -1.12919  0.0028
H: 1.00956 3.28376 -0.73675  0.0064
C: -0.76887 -1.17410 -2.76313  0.0850
H: -0.42196 -1.87563 -3.53439  0.0080
H: -1.83770 -0.95806 -2.93575  0.0123
H: -0.63472 -1.62875 -1.76834  0.0388
C: -2.92132 -1.13505 0.26724  0.0923
H: -3.17772 -2.15066 -0.07517  0.0143
H: -2.37968 -0.59615 -0.53281  0.0438
H: -3.86062 -0.60643 0.49160  0.0150
C: 0.73710 -0.64613 3.57385  0.0110
H: 1.55567 -1.28786 3.23256  0.0020
H: 0.53695 -0.86523 4.62275  0.0005
H: 1.01408 0.40616 3.46354  0.0037
I: -1.45250 2.50514 0.41683  1.1299

---

# C12H19N3O

C12H19N3O as an isolated structure in a non-equilibrium geometry (ωB97M-V/def2-TZVPD, the OMol25 dataset).

Output
Electronic energy in hartree: -707.71975
Orbital gap in Eh: 0.3366
Net charge: 0
LUMO level in eV: 0.71
Relative energy (zero: lowest compared OMol25 entry of this formula, charge and spin) in eV: 12.277

Last column: Löwdin charge in e.
CARTESIAN COORDINATES (ANGSTROEM)
C: -5.72728 -0.57642 0.81892  -0.0070
N: -4.26801 -0.38546 0.31232  -0.2476
C: -3.54886 0.85837 0.32602  -0.0008
C: -2.40543 0.45218 -0.19189  -0.1979
C: -2.50316 -1.06082 -0.63570  0.0620
N: -3.76779 -1.46743 -0.13372  0.0534
H: -1.85609 -1.63040 -0.74455  -0.0510
C: -1.31546 1.41921 -0.46034  -0.1708
N: -0.13144 0.82864 0.08247  0.0222
C: 1.03982 0.51225 -0.61037  -0.4740
O: 0.99677 1.09249 -1.74709  0.0097
C: 2.05004 -0.01749 0.03011  -0.3221
C: 3.10332 0.79982 0.56198  -0.2101
C: 4.31366 0.45613 1.40679  -0.1036
C: 5.04741 -0.55056 0.27934  -0.0962
C: 4.07268 -1.66312 -0.00400  -0.2180
C: 2.96242 -1.18814 -0.76863  -0.0834
H: 2.22965 -1.87175 -1.10031  0.0934
H: 3.34291 -0.32954 -1.74877  0.2228
H: 4.66064 -2.21328 -0.71682  0.1267
H: 3.76747 -2.26970 0.60717  0.0392
H: 5.31466 0.15826 -0.27065  0.0160
H: 5.90994 -0.86465 0.97203  0.1357
H: 4.88255 1.21269 1.91108  0.1256
H: 3.95847 -0.04710 1.98878  -0.0464
H: 3.49612 1.62468 -0.17039  0.1652
H: 2.54280 1.43645 1.36925  0.1472
H: 1.80393 -0.54268 0.93817  0.1504
H: -0.17915 0.42909 1.23787  0.2542
H: -1.45519 2.31364 0.23726  0.1479
H: -1.09234 1.70254 -1.44905  0.1060
H: -4.15504 1.65722 0.59909  0.1080
H: -6.42883 0.07870 0.16367  0.0955
H: -6.03945 -1.75449 0.56004  0.1399
H: -5.93136 -0.39168 1.79370  0.0082

---

# C12H19N3O2S

C12H19N3O2S as an isolated structure in a non-equilibrium geometry (ωB97M-V/def2-TZVPD, the OMol25 dataset).

Output
Electronic energy in hartree: -1181.21003
Orbital gap in Eh: 0.3205
Net charge: 0
LUMO level in eV: -0.03
Relative energy (zero: lowest compared OMol25 entry of this formula, charge and spin) in eV: 10.649

Last column: Löwdin charge in e.
CARTESIAN COORDINATES (ANGSTROEM)
C: -1.68434 0.13754 -0.86547  0.0099
C: -0.52542 -0.78807 -0.58544  -0.2633
C: 0.24150 -0.69433 0.61138  -0.0720
C: 1.23244 -1.47632 0.94795  -0.7336
O: 1.87320 -1.33695 1.82874  0.2095
N: 1.38523 -2.36473 0.04905  0.1883
C: 0.56800 -2.43329 -1.00363  -0.5454
N: -0.12054 -1.59318 -1.44772  0.0834
S: 1.28426 -3.66546 -2.27453  0.9121
C: 0.20321 -3.30400 -3.78472  -0.3449
H: 0.37406 -2.26573 -3.66517  0.0270
H: 0.94392 -3.63643 -4.53807  0.0793
C: -1.25718 -3.77110 -3.87495  -0.6031
O: -1.44171 -4.89655 -4.36901  0.0190
N: -1.93611 -3.16595 -2.96426  0.1607
H: -3.02755 -3.57185 -2.64870  0.2407
H: -1.79594 -2.49093 -2.32434  0.0083
H: 2.14333 -3.06949 0.23430  0.1993
C: 0.00460 0.43285 1.63373  -0.1684
H: 0.09820 0.08003 2.81023  0.1744
H: -1.10375 0.89408 1.63652  0.1313
C: 0.79363 1.71981 1.66214  -0.2714
H: 1.89072 1.34148 1.59143  0.1337
C: 0.52320 2.82434 2.62778  -0.2664
C: 1.96452 3.95878 2.21084  0.0391
H: 2.67445 3.39337 2.42618  -0.0576
H: 1.52924 4.42137 1.22969  0.0998
H: 1.70164 4.63822 3.04148  0.0515
C: -0.86846 3.57599 2.37674  -0.0112
H: -0.97345 4.33426 2.97674  0.0138
H: -0.75813 3.91668 1.25618  0.1210
H: -1.54433 2.94971 2.36307  -0.0392
H: 0.63831 2.40940 3.47093  0.0381
H: 0.53236 2.20840 0.38618  0.1818
H: -2.55193 0.08898 -0.25962  0.0701
H: -1.76153 -0.12116 -1.84896  0.0260
H: -1.24965 1.32023 -0.91668  0.1586

---

electronic energy of number 3 (C12H19ClIN4OSc)?
-2281.22951 hartree

---

Which value of net charge does entry 3 give?
-2

---

Look up the electronic energy of the third one.
-2281.22951 hartree